The following is a DFT calculation (wB97M-V/def2-TZVPD) of an isolated molecule of C5H8O.

The calculation puts the energy above the lowest of the compared OMol25 structures with the same formula, charge and spin at 128.1 kcal/mol. The value obtained for the highest occupied orbital energy is -8.16 eV. For the HOMO-LUMO gap, the calculation gives 8.36 eV. The LUMO energy is 0.21 eV. Its net charge is 0.

Positions of all 14 atoms, in Å:
C -1.5321 -0.3376 1.0139
C -0.4774 0.0848 -1.5851
O -0.6180 0.8214 0.9548
C 0.6465 0.6777 0.4713
C 1.2756 -0.5678 0.0604
C 0.8085 0.3486 -1.0769
H -2.5237 -0.0164 1.3507
H -1.1419 -1.0570 1.7535
H -1.6790 -0.8848 0.0705
H -0.5932 0.7541 -2.4599
H 1.2616 1.4994 0.8269
H 2.3532 -0.6394 0.1758
H 0.7310 -1.5026 0.1521
H 1.5673 0.9285 -1.6078

---

The following is a DFT calculation (wB97M-V/def2-TZVPD) of a structure of composition C19H44Br2MoO6PSSi.

The expectation value of S² is 2.12. The calculation puts the energy above the lowest of the compared OMol25 structures with the same formula, charge and spin at 7.6 kcal/mol. The multiplicity is 3. The value obtained for the highest occupied orbital energy (spin up / spin down) is -18.28 / -18.29 eV. For the HOMO-LUMO gap (spin up / spin down), the calculation gives 7.23 / 7.16 eV. The LUMO energy (spin up / spin down) is -11.05 / -11.12 eV. Its net charge is +3.

Positions of all 75 atoms, in Å:
Mo 0.0596 0.0529 0.0314
Br 1.1003 0.9928 2.4809
C 2.7905 0.1013 2.0769
Br 2.5428 -0.4719 0.2103
H 2.9176 -0.7707 2.7238
H 3.6335 0.7924 2.1574
C -5.1768 -4.3152 1.0823
C -3.9148 -4.9910 0.5644
C -4.1622 -6.4301 0.1549
C -2.7884 -4.8930 1.5927
O -3.5281 -4.2379 -0.6198
Si -2.4518 -4.2895 -1.7524
S -1.0137 -1.7492 -0.3211
O -1.1282 -5.0970 -1.5487
C -0.1115 -5.7525 -2.3673
C 0.7312 -6.5629 -1.3949
C 0.7275 -4.6762 -3.0522
C -0.8140 -6.6250 -3.3919
O -2.6847 -3.5020 -3.0817
C -3.8005 -2.9394 -3.8364
C -3.2127 -2.5536 -5.1873
C -4.3279 -1.7283 -3.0792
C -4.8695 -4.0098 -3.9835
H -5.5595 -4.8526 1.9440
H -5.9421 -4.3128 0.3088
H -4.9749 -3.2885 1.3742
H -4.5109 -7.0106 1.0032
H -3.2479 -6.8849 -0.2209
H -4.9222 -6.4795 -0.6227
H -3.0625 -5.4469 2.4843
H -2.6155 -3.8567 1.8713
H -1.8736 -5.3165 1.1846
H 1.2177 -5.9154 -0.6704
H 1.4949 -7.1126 -1.9359
H 0.1096 -7.2764 -0.8586
H 1.2174 -4.0455 -2.3144
H 0.1014 -4.0638 -3.6961
H 1.4926 -5.1493 -3.6590
H -1.4745 -7.3340 -2.8977
H -0.0872 -7.1877 -3.9689
H -1.3986 -6.0152 -4.0772
H -2.4212 -1.8189 -5.0645
H -3.9861 -2.1333 -5.8220
H -2.8032 -3.4279 -5.6854
H -3.5352 -0.9970 -2.9276
H -4.7239 -2.0304 -2.1126
H -5.1270 -1.2636 -3.6487
H -4.4614 -4.8944 -4.4662
H -5.6869 -3.6409 -4.5953
H -5.2676 -4.2871 -3.0097
C -4.0376 4.2385 -1.5048
C -3.3133 3.3487 -0.5212
O -1.9488 3.1369 -1.0122
P -1.0597 1.8571 -1.0322
O 0.4086 2.4203 -0.5823
C 0.5938 3.6260 0.2171
C 0.6190 4.8619 -0.6545
O -0.7968 1.3966 -2.5118
C -0.7871 2.2300 -3.7188
C -2.0776 2.0122 -4.4763
H -5.0257 4.4664 -1.1137
H -4.1488 3.7527 -2.4694
H -3.5028 5.1737 -1.6401
H -3.8130 2.3854 -0.3993
H -3.2192 3.8392 0.4497
H 1.5515 3.5010 0.7295
H -0.2100 3.6814 0.9589
H 1.3547 4.7619 -1.4471
H 0.8945 5.7154 -0.0417
H -0.3543 5.0526 -1.0934
H 0.0772 1.8757 -4.2832
H -0.6431 3.2756 -3.4415
H -2.3230 0.9517 -4.4920
H -1.9587 2.3539 -5.5000
H -2.8980 2.5602 -4.0214

---

The following is a DFT calculation (wB97M-V/def2-TZVPD) of a cluster of 7 separate species, C54H66F7N7O3S2 in total.

As for the SMILES: C=C[C@]1(CCCCN(CCCC)C(=S)SCCC)OC(=O)O[C@@]1(CCCC)C(F)(F)C(F)(F)C(F)(F)F.c1ccncc1.c1ccncc1.c1ccncc1.c1ccncc1.c1ccncc1.c1ccncc1. The value obtained for the highest occupied orbital energy is -8.46 eV. For the HOMO-LUMO gap, the calculation gives 8.24 eV. The LUMO energy is -0.22 eV. Its net charge is 0.

Positions of all 139 atoms, in Å:
C -2.1669 -2.7379 1.2411
C -2.1944 -1.4019 1.0615
C -2.4431 -0.8791 -0.3702
C -1.0378 -1.0817 -1.0092
C -0.7912 -0.5895 -2.4557
C 0.3946 0.4359 -2.5460
C 0.0055 1.7697 -3.2169
N 0.3979 2.9604 -2.4308
C 0.2485 4.1908 -3.2560
C -0.9077 5.1394 -2.8062
C -1.3446 4.9957 -1.3368
C -0.6277 5.9978 -0.3996
C 1.7691 2.9073 -2.0467
S 2.1224 3.2330 -0.4850
S 3.0574 2.5226 -3.2323
C 4.2707 1.5924 -2.2497
C 5.6167 2.3302 -2.0930
C 6.3220 2.5562 -3.4519
O -2.5132 0.5529 -0.2265
C -3.2245 1.0727 -1.2699
O -3.2198 2.1408 -1.6514
O -4.0043 0.0352 -1.7309
C -3.7958 -1.1904 -1.0461
C -4.9425 -1.3268 0.0413
C -5.4143 -0.0191 0.7199
C -4.7302 0.3914 2.0439
C -4.6702 -0.7174 3.1383
C -4.0920 -2.3787 -1.9937
F -4.3497 -3.4471 -1.2321
F -5.2067 -2.0956 -2.6845
C -3.1217 -2.9087 -3.0876
F -1.9486 -3.3443 -2.6376
F -3.7144 -4.0783 -3.4735
C -3.0084 -2.1178 -4.4447
F -1.7673 -2.1828 -4.8959
F -3.4119 -0.8759 -4.4205
F -3.7319 -2.7126 -5.3749
H -1.4841 -3.3208 0.6142
H -2.8236 -3.2710 1.9309
H -2.0694 -0.6798 1.8681
H -0.3335 -0.5473 -0.3616
H -0.7211 -2.1285 -0.9322
H -0.4566 -1.4476 -3.0435
H -1.6409 -0.1187 -2.9608
H 1.1799 -0.0043 -3.1740
H 0.8596 0.5695 -1.5605
H 0.4971 1.8208 -4.2076
H -1.0696 1.8606 -3.4254
H 1.1785 4.7743 -3.1974
H 0.1150 3.9735 -4.3277
H -0.5253 6.1659 -2.9204
H -1.7444 5.0674 -3.5128
H -1.2940 3.9791 -0.9419
H -2.4074 5.2829 -1.2970
H -0.9059 7.0289 -0.6626
H 0.4648 5.9277 -0.4595
H -1.0044 5.8198 0.6150
H 4.4865 0.6467 -2.7646
H 3.9083 1.3576 -1.2445
H 5.4984 3.2571 -1.5199
H 6.2794 1.6583 -1.5247
H 7.3783 2.8126 -3.3232
H 5.8076 3.3348 -4.0260
H 6.2763 1.6024 -3.9958
H -4.6777 -2.0720 0.7921
H -5.8501 -1.7430 -0.4117
H -5.4516 0.8636 0.0710
H -6.4641 -0.1943 1.0044
H -5.3468 1.1999 2.4628
H -3.7290 0.8131 1.9293
H -5.0998 -1.6814 2.8440
H -3.6275 -0.7972 3.4630
H -5.2072 -0.3793 4.0342
C -1.9714 -7.3496 -3.7844
C -1.6799 -8.6880 -3.5781
C -1.0293 -9.0447 -2.4067
N -0.6636 -8.1729 -1.4667
C -0.9521 -6.8897 -1.6862
C -1.6021 -6.4268 -2.8200
H -2.4800 -7.0290 -4.6860
H -1.9507 -9.4394 -4.3078
H -0.7832 -10.0810 -2.2005
H -0.6404 -6.2035 -0.9052
H -1.8115 -5.3776 -2.9435
C 1.0459 -5.3077 -7.5507
C 2.3158 -5.3563 -6.9996
C 2.4998 -4.8358 -5.7276
N 1.5245 -4.2867 -5.0031
C 0.3093 -4.2484 -5.5527
C 0.0174 -4.7432 -6.8144
H 0.8602 -5.7047 -8.5413
H 3.1456 -5.7882 -7.5426
H 3.4760 -4.8548 -5.2548
H -0.4597 -3.7961 -4.9421
H -0.9887 -4.6866 -7.2088
C -3.7077 -5.0679 6.9312
C -2.8861 -4.0985 7.4878
C -3.2083 -2.7676 7.2706
N -4.2568 -2.3640 6.5599
C -5.0293 -3.3087 6.0308
C -4.8050 -4.6682 6.1826
H -3.4933 -6.1197 7.0749
H -2.0173 -4.3676 8.0733
H -2.5978 -1.9724 7.6869
H -5.8717 -2.9433 5.4524
H -5.4681 -5.3915 5.7276
C 0.6170 0.2906 5.2843
C 0.3526 1.4191 4.5251
C -0.9710 1.7948 4.3492
N -2.0064 1.1302 4.8665
C -1.7306 0.0446 5.5941
C -0.4438 -0.4142 5.8328
H 1.6370 -0.0360 5.4467
H 1.1523 1.9965 4.0792
H -1.2264 2.6727 3.7652
H -2.5937 -0.4735 5.9975
H -0.2774 -1.3001 6.4316
C 4.1280 6.6914 2.7189
C 3.7159 6.5031 4.0274
C 3.2028 5.2653 4.3826
N 3.0796 4.2426 3.5343
C 3.4820 4.4461 2.2774
C 4.0112 5.6427 1.8218
H 4.5356 7.6436 2.4021
H 3.7909 7.2971 4.7576
H 2.8707 5.0711 5.3969
H 3.3682 3.5997 1.6129
H 4.3227 5.7498 0.7909
C 8.7354 4.3073 2.5088
C 7.4022 3.9364 2.5624
C 6.6175 4.4504 3.5840
N 7.0748 5.2806 4.5235
C 8.3619 5.6235 4.4547
C 9.2301 5.1700 3.4735
H 9.3813 3.9288 1.7258
H 6.9777 3.2637 1.8286
H 5.5708 4.1915 3.6655
H 8.7056 6.2974 5.2326
H 10.2653 5.4839 3.4663

---

The following is a DFT calculation (wB97M-V/def2-TZVPD) of an isolated molecule of C22H23N3O3S.

As for the SMILES: Cc1ccc(NC(=O)c2cc(S(=O)(=O)N3CCc4ccccc43)cn2C)cc1C. The calculation puts the energy above the lowest of the compared OMol25 structures with the same formula, charge and spin at 30.3 kcal/mol. The value obtained for the highest occupied orbital energy is -8.42 eV. For the HOMO-LUMO gap, the calculation gives 9.07 eV. The LUMO energy is 0.66 eV. Its net charge is 0.

Positions of all 52 atoms, in Å:
C -4.6317 -2.7851 -0.2562
C -4.1228 -1.3791 -0.3078
C -4.2818 -0.6150 -1.4546
C -3.7480 0.6573 -1.5547
C -3.0538 1.1932 -0.4795
N -2.4310 2.4505 -0.6051
C -1.1803 2.8160 -0.2232
O -0.8178 3.9783 -0.3181
C -0.3030 1.7346 0.2690
C -0.2305 0.4160 -0.1411
C 0.7402 -0.2044 0.6538
S 1.2189 -1.9028 0.5655
O 0.1315 -2.6723 0.0370
O 1.7860 -2.2913 1.8199
N 2.4492 -1.9022 -0.5869
C 2.0166 -1.7405 -1.9745
C 2.5573 -0.3819 -2.4599
C 3.5597 -0.0378 -1.3953
C 4.4729 0.9910 -1.3281
C 5.2664 1.1065 -0.1926
C 5.1361 0.2087 0.8538
C 4.2164 -0.8304 0.7975
C 3.4393 -0.9416 -0.3387
C 1.2525 0.7519 1.5008
N 0.6318 1.9223 1.2518
C 0.8860 3.1483 1.9612
C -2.9700 0.4704 0.7053
C -3.4668 -0.8191 0.7945
C -3.2513 -1.6130 2.0433
H -3.8098 -3.4699 -0.0516
H -5.0923 -3.0641 -1.2003
H -5.3694 -2.9029 0.5370
H -4.8094 -1.0319 -2.3003
H -3.8477 1.2228 -2.4695
H -2.9462 3.1728 -1.0934
H -0.8023 -0.0612 -0.9098
H 2.4495 -2.5617 -2.5536
H 0.9314 -1.8252 -2.0149
H 1.7749 0.3807 -2.5039
H 3.0108 -0.4606 -3.4474
H 4.5674 1.6971 -2.1396
H 5.9899 1.9051 -0.1276
H 5.7601 0.3152 1.7287
H 4.0920 -1.5281 1.6090
H 2.0091 0.6500 2.2517
H 0.3546 3.1580 2.9160
H 0.5486 3.9872 1.3547
H 1.9541 3.2427 2.1514
H -2.4763 0.9099 1.5589
H -2.8671 -0.9824 2.8408
H -2.5204 -2.3981 1.8474
H -4.1731 -2.0842 2.3791

---

The following is a DFT calculation (wB97M-V/def2-TZVPD) of a structure of composition C5H6N4.

The calculation puts the energy above the lowest of the compared OMol25 structures with the same formula, charge and spin at 52.8 kcal/mol. The value obtained for the highest occupied orbital energy is -9.44 eV. For the HOMO-LUMO gap, the calculation gives 10.30 eV. The LUMO energy is 0.86 eV. Its net charge is 0.

Positions of all 15 atoms, in Å:
C -0.9642 -1.1598 -1.1249
C 0.2871 -1.4724 -0.4731
C 0.6209 -0.9620 0.9671
C 0.2646 0.5169 0.7755
C -0.1248 2.5065 0.6075
H -1.7771 -0.4826 -0.5876
H -1.2620 -1.7476 -2.0087
H 0.8696 -2.2859 -0.8528
H 0.1294 -1.6695 1.7706
H 1.6979 -1.0993 1.1650
H -0.0954 3.5154 0.7613
N 0.2654 1.5856 1.5304
N -0.2413 2.1344 -0.6514
N 0.1002 0.8322 -0.4926
N 0.2298 -0.2118 -1.3863

---

The following is a DFT calculation (wB97M-V/def2-TZVPD) of a cluster of 2 separate species, CH8N4 in total.

The calculation puts the energy above the lowest of the compared OMol25 structures with the same formula, charge and spin at 112.7 kcal/mol. The value obtained for the highest occupied orbital energy (spin up / spin down) is -7.61 / -7.97 eV. For the HOMO-LUMO gap (spin up / spin down), the calculation gives 8.08 / 8.68 eV. The LUMO energy (spin up / spin down) is 0.46 / 0.71 eV. Its net charge is 0.

Positions of all 13 atoms, in Å:
C 1.6983 0.3951 0.2728
N 0.7720 -0.2954 -0.6050
N 0.1895 -1.3437 -0.0573
H -0.5518 0.5653 -1.2226
H 0.2985 -1.4179 0.9660
H -0.9216 -1.3261 -0.2624
H 1.3335 0.4724 1.3108
H 1.8769 1.3983 -0.1128
H 2.6580 -0.1343 0.2965
N -1.4873 0.8002 -0.7564
N -2.1000 -0.3434 -0.3840
H -2.5074 -0.2117 0.5459
H -1.2585 1.4412 0.0085

---

The following is a DFT calculation (wB97M-V/def2-TZVPD) of a structure of composition CHAuO2.

The expectation value of S² is 2.01. The calculation puts the energy above the lowest of the compared OMol25 structures with the same formula, charge and spin at 29.1 kcal/mol. The multiplicity is 3. The value obtained for the highest occupied orbital energy (spin up / spin down) is -24.64 / -25.41 eV. For the HOMO-LUMO gap (spin up / spin down), the calculation gives 10.81 / 8.78 eV. The LUMO energy (spin up / spin down) is -13.83 / -16.63 eV. Its net charge is +2.

Positions of all 5 atoms, in Å:
H 0.3890 1.3967 -0.2021
O -0.5862 0.6266 0.2897
C 0.1744 0.1479 -0.7090
O 0.6979 -0.9548 -0.4081
Au -0.6750 -1.2164 1.0296

---

In order of appearance, E = -270.35368 -7446.21566 -4201.53569 -1640.33904 -413.03953 -261.75745 -323.70358 Eh.